ORCA calculation (wB97M-V/def2-TZVPD) on a molecular structure, C11H19AuClINOP.

```
36
Properties=species:S:1:pos:R:3:forces:R:3:lowdin_spin:R:1
Au -0.920421 -0.410379 0.011884 2.464 1.499 -1.535 0.210
I 2.509342 2.556641 -0.671200 0.502 0.898 0.120 1.023
Cl -3.202769 -0.388247 -0.327961 0.602 -0.083 0.193 0.139
P -0.400983 0.293804 -2.382988 -1.618 -1.029 -2.377 0.011
O 2.161461 0.061889 0.840710 -2.891 2.436 -2.139 0.116
N -0.087546 -0.167305 2.399863 -0.374 -0.455 -1.267 0.030
C 0.868765 0.374663 4.516876 0.331 0.139 -1.366 0.002
C 0.735104 0.590395 3.134688 -0.054 0.048 1.442 0.002
C -0.763393 -1.174640 2.953710 -0.546 -0.060 1.391 0.002
C -0.785513 -1.364555 4.336842 0.504 0.002 -1.037 0.001
C 0.105835 -0.810838 6.607810 0.030 -0.223 0.079 0.000
C -1.012356 -1.076809 -3.430269 0.039 -0.358 0.579 0.001
C 1.130946 0.677593 -3.317815 1.143 0.284 0.892 0.012
C -1.496475 1.643333 -2.928275 -0.030 0.383 1.208 -0.003
C 1.239694 0.606368 0.335519 3.258 -2.822 2.143 0.173
C 0.968988 -1.704409 -0.879179 -0.576 -1.930 0.132 0.236
C 0.080917 -0.604677 5.123890 -0.367 0.242 0.580 0.000
H 0.353377 -2.514289 -1.309973 0.013 0.721 0.065 0.013
H 1.684655 -1.285842 -1.573625 -0.222 0.416 0.071 0.013
H 1.894401 -0.080300 -3.105100 -0.043 0.273 -0.217 0.000
H -2.521045 1.443566 -2.603624 0.133 0.088 -0.044 0.000
H 0.921343 0.646701 -4.403144 -0.407 -0.077 0.585 0.002
H -2.016136 -1.376908 -3.114013 0.139 0.034 -0.053 0.000
H 1.551928 1.665361 -3.055763 -0.368 -0.643 -0.290 0.006
H -0.247941 0.076285 7.149130 0.122 -0.168 -0.197 0.000
H -0.331971 -1.933034 -3.353576 -0.227 0.132 -0.164 0.000
H -1.417710 -2.137420 4.756627 0.117 0.050 0.052 0.000
H 1.462143 -2.091880 0.021005 -0.439 0.706 0.079 0.010
H -1.441861 1.710502 -4.022832 0.177 -0.219 0.246 0.000
H -0.532044 -1.657654 6.867771 0.094 0.142 0.121 0.000
H 1.123416 -1.034630 6.939748 -0.093 0.092 0.040 0.000
H 1.648936 0.948531 5.035100 -0.644 -0.262 0.030 0.000
H 1.330510 1.387322 2.674946 -0.501 -0.381 0.103 0.000
H -1.036150 -0.726448 -4.472814 0.029 -0.019 0.366 0.000
H -1.337096 -1.820268 2.287498 -0.026 0.146 0.307 0.000
H -1.135350 2.578078 -2.485967 -0.270 -0.001 -0.139 0.001
```
Positions in Å, forces in eV/Å.

As for the net charge: +2. Its multiplicity is 3. As for the relative energy (zero: lowest compared OMol25 entry of this formula, charge and spin): 3.306 eV.

***

ORCA calculation (wB97M-V/def2-TZVPD) on 2 unconnected molecules or ions with the total composition C11H11ClN2S.

```
26
Properties=species:S:1:pos:R:3:forces:R:3:lowdin_spin:R:1
Cl 0.163497 4.471994 0.928438 0.365 0.351 0.406 0.002
S 3.584233 -0.276531 -0.348244 0.489 -0.404 -1.448 0.258
N -0.683915 0.844946 0.087473 -0.857 3.942 0.978 0.091
N -0.068482 1.936908 0.570348 0.451 0.773 0.689 0.001
C 2.533483 -1.051439 0.711885 0.506 0.917 1.537 0.577
C -2.511061 2.110943 -0.696761 -1.031 3.928 -0.332 0.009
C 2.058162 -2.260461 1.405695 1.327 -2.611 -1.845 0.098
C -1.913623 3.264172 -0.254772 1.365 -2.748 0.912 -0.019
C 2.777987 0.376788 1.087268 -3.679 0.011 -0.449 0.065
C -1.973283 0.915302 -0.461121 1.503 -3.391 -0.219 0.014
C -0.982333 -1.095321 -0.849015 -0.021 -0.224 -1.495 0.080
C -0.129089 -0.290723 -0.129550 0.303 -2.181 -0.648 0.704
C -2.164807 -0.322069 -1.052826 2.916 -0.255 1.530 0.037
C -0.648476 -2.473265 -1.358481 -1.031 -1.944 0.885 0.004
C -0.683332 3.071621 0.441409 -0.352 -0.944 -0.738 0.001
H -2.090264 4.231982 -0.525765 -1.193 2.179 -0.703 -0.002
H 2.609547 -2.637305 2.326434 -0.444 0.725 -0.983 0.034
H 1.029279 -2.109312 1.630805 -0.973 0.121 0.584 0.019
H -3.037434 -0.641321 -1.444722 -2.536 -1.009 -1.549 0.005
H -0.957116 -3.077683 -0.475368 0.452 -0.274 -0.459 -0.001
H -3.323634 2.193955 -1.385319 -0.658 -0.132 -0.110 0.003
H 0.413617 -2.779727 -1.558590 -0.947 0.988 0.119 0.000
H 3.440093 0.634911 1.849232 0.968 0.255 1.416 0.007
H 1.823306 1.045670 1.024128 2.174 -0.850 -0.251 0.014
H -1.316496 -2.925016 -2.153783 0.774 1.153 0.577 -0.001
H 2.050142 -3.159020 0.631201 0.131 1.623 1.595 0.001
```
Positions in Å, forces in eV/Å.

As for the net charge: 0. Its energy is -37915.5257 eV. Its multiplicity is 3.

***

ORCA calculation (wB97M-V/def2-TZVPD) on C4H6N2O in the gas phase.

```
13
Properties=species:S:1:pos:R:3:forces:R:3:mulliken_charge:R:1
O 1.281570 2.101146 0.769185 -0.332 -0.170 -0.350 -0.554
N -0.468613 1.111310 -0.518966 0.091 0.033 0.034 -0.410
N 1.378568 -0.111787 0.176209 0.077 0.235 0.054 -0.155
C 0.554847 -1.111631 -0.452555 -0.002 -0.013 -0.079 -0.471
C -0.720093 -0.331884 -0.585824 -0.020 -0.496 -0.003 0.030
C -1.376026 0.466265 0.473297 -0.028 -0.406 0.343 -0.532
C 0.814528 1.142912 0.207734 0.133 0.194 0.175 0.445
H 0.897811 -1.375949 -1.459927 0.189 0.026 0.099 0.259
H -1.414247 -0.577212 -1.388588 0.256 -0.259 0.157 0.362
H -2.427469 0.302067 0.347288 -0.731 1.425 -0.434 0.266
H 2.128574 -0.333715 0.810633 0.011 0.163 -0.160 0.227
H -1.148193 0.757654 1.492209 0.547 -1.001 0.150 0.248
H 0.498741 -2.039177 0.129301 -0.192 0.267 0.014 0.286
```
Positions in Å, forces in eV/Å.

As for the net charge: 0. Its structure (SMILES) is O=C1NC[C@H]2CN12. As for the relative energy (zero: lowest compared OMol25 entry of this formula, charge and spin): 1.880 eV.

***

ORCA calculation (wB97M-V/def2-TZVPD) on a molecular structure, C28H37AsN6O4W.

```
77
Properties=species:S:1:pos:R:3:forces:R:3:mulliken_charge:R:1
W 0.768165 -0.252403 -0.078553 -0.213 0.177 -0.517 -0.414
As 0.610266 -0.755757 2.567946 -0.145 0.062 0.210 0.469
O 1.207672 0.867969 -1.653537 0.103 0.091 0.207 -0.821
O 2.540574 -0.577266 0.280233 0.266 -0.109 0.047 0.407
O 1.256766 2.616952 2.411880 -0.019 0.003 0.036 -0.576
O -0.769066 -1.333217 -0.116551 0.086 -0.057 0.060 1.354
N 1.137487 -1.867620 -1.355081 -0.151 0.118 0.193 0.838
N -1.531190 1.240763 -0.599862 0.035 -0.081 -0.001 1.061
N 2.261407 3.872702 0.768832 -0.002 -0.025 0.054 0.078
N 0.076686 -2.659075 -1.719807 -0.010 -0.062 -0.007 -1.089
N 1.262982 1.809195 0.285739 0.005 -0.091 0.097 0.153
N -3.771280 2.361258 -1.125318 -0.047 0.018 -0.015 0.054
C -3.638792 -4.747956 -1.997855 -0.025 -0.014 -0.001 -0.827
C 5.946219 -2.104826 -1.494523 -0.012 0.006 0.009 -0.839
C -2.206119 -3.096098 -0.997337 -0.107 0.051 0.022 0.796
C -4.356194 -3.559492 -0.017188 -0.006 0.001 0.005 -1.293
C 3.676930 -1.082601 -0.268955 0.049 -0.034 -0.062 0.668
C 2.287071 3.061556 -1.490088 -0.033 -0.042 0.129 -1.099
C -1.131181 -0.615813 3.382102 -0.013 -0.002 -0.062 -1.081
C -2.445583 -4.051854 -1.994980 0.057 0.052 0.007 -0.660
C 4.899106 -0.864997 0.327670 -0.019 0.041 0.054 -0.851
C 4.720716 -2.344404 -2.067565 0.024 -0.011 -0.011 -0.941
C 2.634767 4.903904 1.765841 0.021 0.057 0.073 -0.888
C -2.486020 1.073680 0.524378 -0.004 -0.002 0.006 0.136
C -0.941236 -2.401067 -0.983278 0.031 -0.118 0.027 -0.026
C 3.548879 -1.837211 -1.460366 -0.028 -0.006 0.003 0.671
C -3.169322 -2.853298 -0.007464 0.034 -0.016 -0.011 0.339
C 1.573910 2.745267 1.260321 -0.078 -0.058 -0.030 -0.170
C -4.591445 -4.503916 -1.013745 0.013 0.003 -0.005 -0.439
C 1.607525 1.970192 -0.998826 0.042 0.048 -0.171 1.035
C -2.664149 3.345713 -1.335068 0.057 0.031 -0.010 -1.074
C -3.578293 1.188129 -2.037757 0.025 -0.053 -0.020 -1.118
C -1.357790 2.697712 -0.823378 -0.009 0.002 0.015 -0.728
C 2.596954 4.000311 -0.518442 -0.008 0.029 -0.101 0.050
C 6.030346 -1.377470 -0.298161 -0.021 -0.020 -0.038 -0.645
C 1.004325 -2.648844 2.475162 0.050 -0.027 -0.050 -1.127
C -3.773166 1.899117 0.299484 0.018 -0.023 0.051 -0.984
C 2.286797 -2.246800 -1.906131 0.073 0.028 0.034 -0.052
C 1.848163 -0.000534 3.830016 0.132 -0.001 -0.128 -1.109
C -2.137312 0.673541 -1.836458 -0.009 0.016 -0.010 0.048
H -1.074276 -1.135248 4.340161 0.029 -0.006 -0.011 0.550
H -5.095437 -3.396020 0.755130 0.001 0.000 0.001 0.482
H -2.969115 -2.148471 0.790247 -0.005 0.003 0.016 0.415
H -1.878918 -1.101439 2.758918 -0.011 0.008 0.009 0.176
H 2.059425 -2.791453 2.243779 -0.015 0.006 -0.029 0.362
H -4.671405 1.307029 0.462851 -0.004 0.006 -0.005 0.392
H -2.172047 -0.409859 -1.770960 -0.003 0.013 0.000 -0.358
H -2.626757 3.575976 -2.398442 -0.012 -0.012 0.000 0.354
H 7.000467 -1.210563 0.153182 0.002 0.001 0.001 0.499
H 2.206426 -3.001924 -2.683464 -0.024 0.001 0.002 0.612
H -4.326314 0.441993 -1.774185 -0.003 0.009 0.009 0.435
H 3.509808 4.573935 2.322284 -0.017 -0.027 -0.003 0.342
H -2.721455 0.016017 0.612468 -0.005 -0.002 -0.020 -0.214
H -0.580084 2.860508 -1.565876 0.002 -0.003 0.003 0.452
H 4.974612 -0.305568 1.250404 0.001 -0.001 -0.003 0.512
H -4.666170 2.809822 -1.335833 0.001 -0.003 0.002 0.329
H -2.907104 4.257372 -0.792754 -0.010 -0.007 0.003 0.407
H 1.806618 5.044739 2.453478 -0.009 0.004 -0.023 0.350
H 0.381554 -3.136221 1.726396 0.003 -0.036 0.024 0.255
H 1.524352 0.997556 4.105250 -0.021 -0.005 0.008 0.421
H -3.821412 2.783085 0.933038 0.001 0.010 -0.017 0.329
H -1.385721 0.425740 3.566205 0.025 0.014 -0.019 0.414
H 0.800525 -3.092469 3.451022 -0.035 0.057 0.021 0.563
H -1.049656 3.152094 0.117437 -0.006 -0.001 -0.003 0.431
H -1.696743 -4.241166 -2.752213 -0.010 -0.013 -0.008 0.515
H 4.637117 -2.927790 -2.976403 0.002 -0.001 -0.001 0.529
H 6.846815 -2.490229 -1.952911 0.002 0.001 0.001 0.482
H 2.849320 0.037442 3.405024 -0.008 -0.006 0.008 0.328
H -3.827238 -5.488703 -2.762701 -0.003 0.000 0.000 0.463
H 2.852042 5.831876 1.245802 0.005 -0.014 -0.025 0.368
H -5.520357 -5.058888 -1.015809 0.002 -0.005 -0.004 0.466
H 1.847100 -0.663816 4.696446 -0.024 -0.015 -0.019 0.547
H 2.576586 3.173363 -2.523134 0.003 0.012 -0.006 0.614
H -1.499849 0.948074 -2.676682 -0.003 0.006 0.001 0.645
H 3.137841 4.904638 -0.773232 0.003 -0.003 -0.001 0.510
H -1.999373 1.400532 1.442826 -0.007 0.006 0.002 0.332
H -3.756729 1.512570 -3.061062 -0.007 0.015 0.007 0.384
```
Positions in Å, forces in eV/Å.

As for the net charge: +4. Its energy is -109393.7213 eV.

***

ORCA calculation (wB97M-V/def2-TZVPD) on a molecular structure, C10H14N3.

```
27
Properties=species:S:1:pos:R:3:forces:R:3:mulliken_charge:R:1
N 0.121171 -0.521771 0.060355 0.944 -1.224 2.453 0.092
N 2.130618 -0.029995 -1.096489 1.220 0.238 0.250 -1.031
N 1.493704 -0.197720 0.075712 2.154 0.097 1.213 0.517
C -0.392714 1.615213 -1.177506 -0.993 -0.453 -0.850 -1.290
C 3.375906 0.406452 -0.782090 -1.762 -0.684 -0.981 -0.106
C -0.155157 -1.358090 -1.131409 -0.510 0.184 -0.768 -0.733
C -0.636824 0.753800 0.124799 -0.573 1.945 0.599 0.879
C -0.400052 -1.523058 1.666997 0.670 1.688 -2.948 -0.466
C 3.497066 0.495280 0.627926 -2.107 -0.866 -2.453 -0.998
C 2.324778 0.110092 1.181601 -2.267 0.123 -0.771 -0.103
C -2.106462 0.373885 0.304540 1.291 0.075 1.197 -0.810
C -1.676915 -1.415099 1.867525 -0.920 -0.986 1.402 -0.101
C -2.554092 -0.626513 1.065345 -1.119 1.011 -1.465 -0.564
H 1.870206 0.209675 2.175429 0.585 -0.367 -0.481 0.452
H 0.653192 -2.063724 -1.402883 -0.462 0.408 0.813 0.334
H 0.365563 -2.206727 1.872652 1.192 -0.397 0.400 0.556
H -0.247456 -0.672136 -1.994439 -0.156 -0.637 0.452 0.313
H -0.443658 2.733183 -0.983215 -0.538 -1.544 -0.274 0.341
H 4.076724 0.639579 -1.637560 -0.868 -0.377 1.464 0.408
H 4.343916 0.794929 1.039138 3.367 1.247 2.300 0.565
H -2.108852 -1.933798 2.769917 0.613 0.268 -1.016 0.414
H -1.070166 1.195006 -2.038534 0.740 1.456 1.742 0.360
H -2.878035 1.027283 0.021510 -0.495 0.950 -1.278 0.425
H -1.096360 -1.828991 -0.858530 0.030 -0.263 -0.672 0.383
H -0.232242 1.367309 1.069999 -0.849 -1.547 -1.899 0.352
H -3.641424 -0.760777 0.926360 0.679 -0.393 1.130 0.410
H 0.593578 1.443641 -1.605558 0.134 0.048 0.442 0.402
```
Positions in Å, forces in eV/Å.

As for the net charge: +1. As for the relative energy (zero: lowest compared OMol25 entry of this formula, charge and spin): 6.041 eV.

***

ORCA calculation (wB97M-V/def2-TZVPD) on a molecular structure, C4H12NS.

```
18
Properties=species:S:1:pos:R:3:forces:R:3:mulliken_charge:R:1
S -1.440503 -0.704730 0.263011 0.318 -0.605 0.822 -0.038
N 2.418118 -0.265995 0.820821 -2.422 -1.824 -1.029 -0.281
C 0.000801 -0.826467 -0.858908 -0.477 1.200 -0.073 -0.877
C 1.508341 0.803513 0.379259 -0.554 4.046 -4.021 -0.944
C -2.093094 0.962903 0.061453 0.457 -0.048 -1.531 -0.785
C 0.802513 0.477561 -0.950367 0.328 -1.094 0.162 -0.483
H 1.289976 -0.395371 1.072088 2.332 -1.328 2.848 0.606
H -1.671256 1.384497 -0.855595 0.139 0.177 0.298 0.210
H 2.039361 1.725325 0.149709 0.489 -0.038 0.276 0.368
H -0.367314 -1.087957 -1.836944 0.139 -0.308 -0.371 0.395
H 2.447870 -1.078788 0.207180 0.289 0.320 -0.644 0.284
H 0.807535 1.146797 1.133426 -0.194 -0.488 0.578 0.334
H 0.642053 -1.625765 -0.472786 -0.383 -0.255 -0.206 0.415
H 3.369134 0.075652 0.897521 -0.064 -0.028 1.756 0.367
H -3.138245 0.942319 -0.204595 -0.456 -0.282 0.516 0.396
H -1.880033 1.585763 0.907353 -0.039 0.296 0.368 0.274
H 0.211626 1.313026 -1.283356 -0.302 0.303 0.226 0.370
H 1.537139 0.359138 -1.743202 0.399 -0.044 0.026 0.388
```
Positions in Å, forces in eV/Å.

As for the net charge: +1. As for the relative energy (zero: lowest compared OMol25 entry of this formula, charge and spin): 3.750 eV.